(1)
ORCA calculation (wB97M-V/def2-TZVPD) on an isolated ion of composition C4H6NO3 and charge -1.

Atoms and positions in Å:
O  3.310  0.157  0.146
C  2.129  0.359  0.511
C  0.836  -0.437  0.611
C  0.154  -0.051  -0.708
N  -1.165  -0.347  -0.733
C  -2.207  0.313  0.093
O  -3.367  0.100  -0.302
O  -1.830  0.769  1.173
H  1.742  1.312  0.832
H  0.336  -0.105  1.478
H  0.878  -1.456  0.495
H  0.196  1.055  -0.863
H  0.637  -0.551  -1.516
H  -1.651  -1.119  -1.218

Computed properties:
ΔE to the lowest compared entry with this formula, charge and spin: 47.6 kcal per mole
HOMO: -4.10 eV
Kohn-Sham gap: 7.791 eV
SMILES: O=CCCNC(=O)[O-]
Net charge: -1

***

(2)
ORCA calculation (wB97M-V/def2-TZVPD) on a 2-piece molecular cluster, C4H6NO3 overall.

Atoms and positions in Å:
C  2.425  -0.427  -0.939
C  1.498  -0.737  0.048
N  0.071  -0.645  -0.191
C  -0.798  0.217  -0.807
C  -2.211  0.205  -0.469
O  -2.638  -0.851  0.140
O  -2.933  1.205  -0.761
O  1.757  -1.314  1.141
H  2.108  -0.228  -1.955
H  3.406  -0.845  -0.754
H  -0.697  1.842  2.987
H  -0.442  -1.174  0.494
H  -0.531  1.148  -1.307
H  -1.015  1.603  2.373

Computed properties:
ΔE to the lowest compared entry with this formula, charge and spin: 7.0 kcal per mole
Multiplicity: 2
HOMO (alpha / beta): 1.62 / 0.55 eV
Kohn-Sham gap (alpha / beta): 5.501 / 6.562 eV
Net charge: -2

***

(3)
ORCA calculation (wB97M-V/def2-TZVPD) on C4H6NO3S as an isolated structure.

Atoms and positions in Å:
C  1.424  0.345  1.589
C  -0.089  -1.450  0.380
C  0.617  -0.009  0.372
C  -0.487  0.998  0.122
N  -1.237  -1.597  1.338
O  0.640  0.068  2.653
O  2.578  0.794  1.651
O  0.695  -2.455  2.701
S  -0.451  -1.579  2.674
H  -0.291  -1.564  -0.678
H  0.641  -2.209  0.631
H  1.242  -0.145  -0.452
H  -1.208  0.584  -0.586
H  -0.080  2.019  -0.225
H  -1.062  0.918  1.067

Computed properties:
ΔE to the lowest compared entry with this formula, charge and spin: 47.5 kcal per mole
HOMO: -4.84 eV
Kohn-Sham gap: 8.632 eV
Net charge: -1